Record 1
The following is a DFT calculation (ωB97M-V/def2-TZVPD) of 2 unconnected molecules or ions with the total composition C4H11NO2.

Computed properties:
Multiplicity = 1
Largest force on an atom = 3.20 eV Å⁻¹
LUMO energy = 0.9 eV
HOMO level = -9.2 eV
DFT total energy = -9911.06086 eV
Energy above the lowest of the compared OMol25 structures with the same formula, charge and spin = 27.2 kcal per mole
SMILES = CC(=O)O.CCN

The geometry in XYZ format:
```
18
Properties=species:S:1:pos:R:3:forces:R:3:mulliken_charge:R:1
C -1.8547 1.4141 -0.4009 0.0 0.0 0.7 -0.928
C -1.0059 0.4460 -1.1588 -1.4 -1.7 -2.4 0.671
O -0.1029 0.6929 -1.9240 -0.7 -0.4 1.4 -0.532
O -1.6404 -0.8727 -1.1440 1.1 2.1 -0.8 -0.540
H -1.2572 1.8889 0.3796 0.0 0.2 -0.2 0.241
H -2.2413 2.1667 -1.0909 0.3 0.0 0.0 0.324
H -2.7076 0.9248 0.0729 0.2 -0.1 -0.1 0.303
H -1.1133 -1.3980 -1.7777 -0.1 0.1 0.3 0.377
C 1.3191 0.3568 1.2962 -0.5 0.4 0.0 -1.047
C 0.6427 -0.8816 0.7318 -1.7 -1.0 -0.2 -0.186
N 1.4553 -1.5557 -0.2729 0.1 -0.1 -0.2 -0.633
H 2.2133 0.0860 1.8671 -0.1 -0.1 -0.1 0.386
H 0.6487 0.9062 1.9636 0.1 0.1 0.0 0.281
H 1.6491 1.0329 0.5006 -0.2 0.0 0.0 0.258
H 0.4326 -1.5808 1.5509 0.5 -0.1 0.1 0.349
H -0.4543 -0.8762 0.2907 2.7 0.8 1.4 0.206
H 2.3391 -1.8574 0.1330 -0.2 0.1 -0.1 0.248
H 1.6776 -0.8931 -1.0172 0.0 -0.2 0.2 0.221
```
Forces are in eV/Å.

---

Record 2
The following is a DFT calculation (ωB97M-V/def2-TZVPD) of 2 unconnected molecules or ions with the total composition C4H11NO2.

Computed properties:
Multiplicity = 1
Largest force on an atom = 3.15 eV Å⁻¹
LUMO energy = 0.7 eV
HOMO level = -9.6 eV
DFT total energy = -9910.12921 eV
Energy above the lowest of the compared OMol25 structures with the same formula, charge and spin = 48.7 kcal per mole
SMILES = CC[C@@H](N)C=O.O

The geometry in XYZ format:
```
18
Properties=species:S:1:pos:R:3:forces:R:3:mulliken_charge:R:1
C -0.8993 1.4825 -1.3388 -1.9 -0.4 2.4 -1.105
C -0.3012 0.0894 -1.3144 1.0 -1.0 1.4 -0.232
C -0.5260 -0.7178 0.0378 -2.5 1.3 -0.9 -0.154
N -1.8338 -1.3957 0.1140 -0.3 -0.5 -0.7 -0.668
C 0.4488 -1.8195 0.2363 1.3 -1.1 0.7 -0.199
O 1.6414 -1.7803 0.0647 -0.2 0.6 -0.2 -0.476
H -0.3996 2.2934 -0.7911 0.7 -0.2 -1.0 0.326
H -1.7163 1.3820 -0.5731 -0.1 0.1 -0.8 0.267
H -1.4478 1.7484 -2.2413 0.7 0.3 -0.1 0.323
H 0.7921 0.0384 -1.3972 -0.3 0.2 -0.9 0.375
H -0.8474 -0.5557 -1.9851 0.4 0.0 -1.0 0.191
H -0.6851 0.0471 0.7980 1.2 -0.2 0.6 0.493
H -1.9638 -1.9986 -0.7122 -0.1 0.4 0.5 0.230
H -2.6269 -0.7620 0.1698 0.3 0.0 -0.1 0.273
H 0.0133 -2.8025 0.5521 -0.2 0.5 -0.1 0.354
O 3.2172 1.2906 2.9615 0.2 0.4 -0.6 -0.626
H 3.8785 1.8518 3.3746 0.1 0.0 0.4 0.311
H 3.2559 1.6084 2.0444 -0.2 -0.4 0.3 0.316
```
Forces are in eV/Å.

---

Record 3
The following is a DFT calculation (ωB97M-V/def2-TZVPD) of 2 unconnected molecules or ions with the total composition C4H11NO2.

Computed properties:
Multiplicity = 1
Largest force on an atom = 4.71 eV Å⁻¹
LUMO energy = 1.0 eV
HOMO level = -9.6 eV
DFT total energy = -9910.78714 eV
Energy above the lowest of the compared OMol25 structures with the same formula, charge and spin = 33.5 kcal per mole
SMILES = CCC(=O)NC.O

The geometry in XYZ format:
```
18
Properties=species:S:1:pos:R:3:forces:R:3:mulliken_charge:R:1
C -0.0096 0.2690 -1.4308 -0.5 2.1 0.6 -1.090
C 0.8523 -0.9219 -1.5554 0.2 -1.6 -0.1 -0.255
C 0.3880 -1.7929 -0.4412 -0.3 -0.5 1.9 0.479
O -0.7695 -2.1777 -0.5193 0.4 -0.6 0.3 -0.623
N 1.1290 -1.9649 0.7392 -4.3 -2.0 -0.2 -0.187
C 0.4755 -2.6648 1.9104 -1.1 0.7 -0.5 -0.796
H 0.2778 0.7127 -0.4739 0.0 0.4 0.0 0.323
H 0.3772 0.9370 -2.2017 -0.9 0.5 -0.1 0.311
H -1.1211 0.1808 -1.3120 1.1 -0.4 -0.9 0.293
H 1.8807 -0.5802 -1.5169 0.3 -0.3 0.0 0.288
H 0.6533 -1.4900 -2.4678 0.2 0.2 0.0 0.241
H 2.0004 -1.6049 0.8529 2.8 1.2 0.1 0.169
H 0.7450 -3.6903 2.0440 0.7 -0.9 -0.6 0.299
H -0.6533 -2.7512 1.6815 1.8 0.8 0.6 0.274
H 0.7475 -2.2428 2.9174 -0.6 0.4 -1.2 0.274
O -2.3443 6.3138 0.7183 -0.1 -2.0 0.9 -0.642
H -2.5198 7.0780 1.2516 0.1 0.9 -0.7 0.321
H -2.1093 6.3903 -0.1962 0.0 1.1 -0.3 0.321
```
Forces are in eV/Å.

---

Record 4
The following is a DFT calculation (ωB97M-V/def2-TZVPD) of 2 unconnected molecules or ions with the total composition C4H11NO2.

Computed properties:
Multiplicity = 1
Largest force on an atom = 4.63 eV Å⁻¹
LUMO energy = 0.7 eV
HOMO level = -9.5 eV
DFT total energy = -9909.77312 eV
Energy above the lowest of the compared OMol25 structures with the same formula, charge and spin = 56.9 kcal per mole
SMILES = CC(=O)O.CCN

The geometry in XYZ format:
```
18
Properties=species:S:1:pos:R:3:forces:R:3:mulliken_charge:R:1
C 0.3672 -1.8636 -0.9212 -3.4 -2.7 -0.2 -0.448
C 0.6224 -1.2402 -2.2983 2.4 -0.1 -1.8 0.669
O 0.6287 -1.7232 -3.4252 -1.1 0.0 2.4 -0.571
O 1.1474 -0.0149 -2.1264 -0.1 1.3 1.9 -0.417
H 0.1382 -1.2854 -0.0439 -0.5 1.5 -0.7 -0.088
H 1.1196 -2.4861 -0.3819 -0.1 -0.2 -1.7 0.343
H -0.6860 -2.4885 -1.0783 3.0 1.1 0.5 0.229
H 1.2664 0.6452 -2.8229 -0.3 -1.0 -0.7 0.328
C -0.9898 1.6826 0.3680 -0.6 -2.6 1.7 -1.018
C -0.1856 1.2727 1.6207 2.2 0.3 1.6 -0.309
N -0.2177 -0.1678 1.9568 0.9 -0.1 -4.5 -0.581
H -0.9662 1.1483 -0.5723 1.3 -0.1 -0.2 0.271
H -0.8802 2.7027 0.2782 -0.2 2.3 -0.6 0.328
H -1.9843 1.3760 0.6941 -0.5 0.7 0.0 0.296
H 0.9664 1.6221 1.7287 -2.6 -0.3 -0.8 0.254
H -0.7017 1.7636 2.5203 0.7 -0.4 -1.4 0.319
H 0.6213 -0.6949 1.6123 -1.1 1.0 0.7 0.169
H -0.2660 -0.2485 2.8912 -0.1 -0.6 3.9 0.224
```
Forces are in eV/Å.

---

Record 5
The following is a DFT calculation (ωB97M-V/def2-TZVPD) of C4H11NO2 in the gas phase.

Computed properties:
Multiplicity = 1
Largest force on an atom = 0.48 eV Å⁻¹
LUMO energy = 0.9 eV
HOMO level = -9.5 eV
DFT total energy = -9911.08273 eV
Energy above the lowest of the compared OMol25 structures with the same formula, charge and spin = 26.7 kcal per mole
SMILES = C[C@H](O)CNCO

The geometry in XYZ format:
```
18
Properties=species:S:1:pos:R:3:forces:R:3:mulliken_charge:R:1
C -0.8480 -2.3896 0.4186 0.1 0.3 0.1 -1.457
C 0.1843 -1.3873 -0.0527 0.1 -0.2 0.2 0.550
O 1.3735 -1.5640 0.7140 -0.1 0.0 0.0 -0.562
C -0.3206 0.0332 0.0613 0.1 0.3 -0.3 -0.698
N 0.7394 0.9625 -0.3423 0.2 0.0 0.0 -0.363
C 0.2412 2.2969 -0.6288 -0.2 0.1 0.1 -0.518
O -0.4670 2.8045 0.4787 0.0 0.1 -0.1 -0.522
H -1.7248 -2.3170 -0.2162 -0.2 -0.1 0.0 0.367
H -0.4608 -3.4024 0.3886 0.1 -0.1 -0.1 0.363
H -1.1244 -2.1702 1.4499 -0.1 0.0 0.0 0.357
H 0.4110 -1.5849 -1.1110 0.0 0.0 0.0 0.182
H 1.8359 -0.7159 0.7188 0.0 0.0 0.0 0.393
H -1.2112 0.1643 -0.5652 -0.1 -0.1 -0.1 0.382
H -0.6080 0.2728 1.0808 0.0 -0.1 0.2 0.281
H 1.2025 0.6010 -1.1723 0.0 0.1 0.0 0.220
H -0.4687 2.2972 -1.4687 0.0 0.0 0.1 0.355
H 1.0680 2.9701 -0.8679 0.1 -0.2 -0.2 0.352
H 0.1777 3.1287 1.1144 0.0 -0.1 0.1 0.318
```
Forces are in eV/Å.

---

Record 6
The following is a DFT calculation (ωB97M-V/def2-TZVPD) of 2 unconnected molecules or ions with the total composition C4H11NO2.

Computed properties:
Multiplicity = 1
Largest force on an atom = 1.03 eV Å⁻¹
LUMO energy = 0.7 eV
HOMO level = -8.2 eV
DFT total energy = -9908.29461 eV
Energy above the lowest of the compared OMol25 structures with the same formula, charge and spin = 91.0 kcal per mole

The geometry in XYZ format:
```
18
Properties=species:S:1:pos:R:3:forces:R:3:mulliken_charge:R:1
C -1.1620 1.1421 0.2174 0.4 -0.3 -0.1 0.061
C -1.6208 -1.4173 -0.2588 0.0 0.1 0.0 -0.847
N -0.7835 -0.2431 -0.5324 0.6 0.3 0.5 -0.233
O -1.4480 0.7891 1.5404 0.0 -0.1 -0.1 -0.499
O -0.1193 1.9351 0.0406 -0.3 -0.1 -0.1 -0.669
H 0.8432 1.2172 0.1875 0.3 -0.7 0.2 0.422
H -0.6509 0.9624 2.0587 0.0 0.1 -0.1 0.330
H -0.7445 -0.0301 -1.5262 0.0 0.0 0.1 0.292
H -2.0984 1.4832 -0.2380 0.0 -0.1 0.0 0.376
H -1.2379 -2.2813 -0.8029 0.0 0.1 0.0 0.336
H -2.6534 -1.2261 -0.5574 0.1 0.0 0.0 0.320
H -1.5960 -1.6153 0.8092 0.0 0.0 0.0 0.298
C 1.8234 0.1333 0.3829 0.0 0.7 -0.1 -0.679
C 2.7491 -0.0662 -0.5607 -0.1 -0.1 0.1 -0.567
H 3.7182 -0.5302 -0.3819 0.0 0.0 0.0 0.266
H 2.1024 -0.1760 1.3945 0.0 -0.1 0.0 0.227
H 0.3019 -0.3124 -0.1795 -1.0 0.1 -0.3 0.342
H 2.5767 0.2354 -1.5934 0.0 0.0 0.0 0.223
```
Forces are in eV/Å.